[1]
Computed, not measured: a structure of composition C16H15N3OS2SbSe4W in a non-equilibrium geometry, with ωB97M-V with the def2-TZVPD basis set.

The expectation value of S² is 3.79. The energy relative to the best compared isomer or geometry (same formula, charge and spin) is 32.5 kcal per mole. For the HOMO energy (spin up / spin down), the calculation gives -7.7 / -7.5 eV. The LUMO energy (spin up / spin down) comes out at -1.56 / -2.29 eV. As for the multiplicity: 4. The value obtained for the HOMO-LUMO gap (spin up / spin down) is 6.183 / 5.242 eV.

Last column: Löwdin spin population.
Positions of all 43 atoms, in Å:
W (-1.020, -1.234, -0.392)  0.742
O (-2.175, -0.021, 0.810)  0.003
N (-1.256, 0.925, -0.929)  0.001
C (-1.149, 1.845, -1.889)  0.005
C (-1.912, 2.989, -1.849)  0.001
C (-2.818, 3.153, -0.797)  0.007
C (-2.959, 2.188, 0.177)  0.000
C (-2.155, 1.056, 0.059)  0.007
S (-2.605, -1.656, -1.883)  0.264
H (-0.435, 1.639, -2.675)  0.000
H (-1.811, 3.736, -2.622)  0.000
H (-3.430, 4.045, -0.754)  0.000
H (-3.671, 2.267, 0.985)  0.000
S (0.856, -0.217, 1.114)  0.019
C (1.509, -1.551, 1.977)  0.015
N (1.034, -2.076, 3.104)  0.005
C (2.028, -2.942, 3.754)  0.006
C (3.077, -3.127, 2.640)  0.006
N (2.619, -2.177, 1.625)  0.001
H (0.303, -1.597, 3.599)  0.000
H (1.585, -3.893, 4.047)  0.007
H (2.438, -2.445, 4.634)  0.000
H (3.066, -4.143, 2.248)  0.008
H (4.086, -2.882, 2.968)  0.000
H (3.184, -1.818, 0.875)  0.000
Se (1.157, -6.350, 2.384)  0.293
Sb (-0.917, -5.341, 1.626)  -0.003
Se (-2.259, -4.997, 3.731)  0.873
Se (-1.477, -7.488, 0.587)  0.722
Se (-1.767, -3.535, -0.179)  0.001
C (0.562, -1.384, -1.693)  0.002
C (1.491, -1.523, -2.464)  0.009
C (2.584, -1.704, -3.369)  0.001
C (2.714, -2.902, -4.078)  0.001
C (3.778, -3.079, -4.947)  0.000
C (4.713, -2.068, -5.124)  0.001
C (4.585, -0.876, -4.425)  0.000
C (3.530, -0.692, -3.548)  0.001
H (1.979, -3.681, -3.937)  0.000
H (3.876, -4.010, -5.490)  0.000
H (5.540, -2.210, -5.807)  0.000
H (5.312, -0.086, -4.563)  0.000
H (3.426, 0.233, -2.996)  0.000

Atoms 1-2, force components in eV/Å:
W -1.1 -0.1 -0.6
O 0.1 -0.1 0.0

[2]
Computed, not measured: the molecule C5H14N2 in a non-equilibrium geometry, with ωB97M-V with the def2-TZVPD basis set.

The energy relative to the best compared isomer or geometry (same formula, charge and spin) is 41.9 kcal per mole. For the HOMO energy, the calculation gives -7.5 eV. The LUMO energy comes out at 1.05 eV. As for the SMILES: C[C@H](N)CN(C)C. The value obtained for the HOMO-LUMO gap is 8.588 eV.

Last column: Löwdin charge in e.
Positions of all 21 atoms, in Å:
C (-1.750, 1.312, -1.286)  -0.078
C (-0.614, 0.404, -0.815)  -0.437
N (-0.490, -0.820, -1.677)  0.025
C (-0.622, 0.000, 0.655)  -0.196
N (0.675, -0.276, 1.201)  -0.297
C (1.014, -1.694, 1.484)  -0.070
C (1.760, 0.632, 1.036)  -0.129
H (-1.500, 2.360, -1.158)  0.069
H (-2.659, 1.110, -0.722)  0.073
H (-1.898, 1.220, -2.343)  0.062
H (0.308, 0.977, -1.190)  0.138
H (0.109, -0.750, -2.483)  0.060
H (-1.393, -1.230, -1.837)  0.058
H (-1.264, -0.862, 0.561)  0.116
H (-1.075, 0.844, 1.216)  0.125
H (2.021, -1.568, 1.912)  0.079
H (1.160, -2.243, 0.553)  0.062
H (0.181, -2.198, 1.985)  0.080
H (2.424, 0.315, 0.192)  0.093
H (1.326, 1.605, 0.728)  0.082
H (2.285, 0.864, 1.989)  0.088

Atoms 1-2, force components in eV/Å:
C 0.0 0.1 0.9
C 2.1 0.5 -3.3

[3]
Computed, not measured: a cluster of 4 separate species, C3H13NO3 in total in a non-equilibrium geometry, with ωB97M-V with the def2-TZVPD basis set.

The energy relative to the best compared isomer or geometry (same formula, charge and spin) is 34.3 kcal per mole. For the HOMO energy, the calculation gives -6.8 eV. The LUMO energy comes out at 0.45 eV. As for the SMILES: C/C=C/N.O.O.O. The value obtained for the HOMO-LUMO gap is 7.268 eV.

Last column: Löwdin charge in e.
Positions of all 20 atoms, in Å:
C (-1.708, -1.084, -0.374)  -0.148
C (-0.305, -1.453, -0.650)  -0.209
C (0.335, -2.540, -0.134)  -0.231
N (1.696, -2.503, 0.063)  0.044
H (-2.319, -1.857, 0.088)  0.067
H (-2.248, -0.708, -1.253)  0.059
H (-1.803, -0.188, 0.271)  0.059
H (0.297, -0.909, -1.369)  0.091
H (-0.008, -3.567, -0.009)  0.110
H (2.133, -3.356, 0.362)  0.078
H (2.109, -1.588, 0.058)  0.064
O (1.957, 0.634, 1.325)  -0.070
H (2.317, 0.941, 2.151)  0.023
H (1.168, 1.196, 1.264)  -0.016
O (-0.881, 2.983, -1.453)  -0.066
H (0.058, 2.838, -1.690)  0.065
H (-1.236, 3.307, -2.302)  0.061
O (-0.182, 2.468, 1.308)  -0.046
H (-0.956, 2.482, 1.867)  0.053
H (-0.424, 2.902, 0.478)  0.012

Atoms 1-2, force components in eV/Å:
C -1.0 1.1 -0.6
C 0.3 -1.6 0.2

[4]
Computed, not measured: a structure of composition C43H44AlF3N5O3S2Sb in a non-equilibrium geometry, with ωB97M-V with the def2-TZVPD basis set.

The energy relative to the best compared isomer or geometry (same formula, charge and spin) is 16.8 kcal per mole. For the HOMO energy, the calculation gives -13.6 eV. The LUMO energy comes out at -5.33 eV. The value obtained for the HOMO-LUMO gap is 8.229 eV. Its net charge is +2.

Last column: Löwdin charge in e.
Positions of all 102 atoms, in Å:
Al (1.327, -0.800, -0.220)  -0.314
C (1.202, 2.017, -2.373)  -0.039
C (1.373, 0.724, -3.093)  -0.288
C (1.452, 0.740, -4.489)  0.013
C (1.798, -0.406, -5.177)  -0.002
C (2.093, -1.542, -4.441)  0.028
C (1.948, -1.504, -3.061)  -0.181
N (1.547, -0.406, -2.398)  0.120
C (2.310, -2.641, -2.215)  -0.153
C (2.562, -3.930, -2.677)  0.046
C (2.921, -4.903, -1.758)  0.012
C (3.026, -4.569, -0.418)  0.046
C (2.750, -3.259, -0.032)  -0.156
N (2.416, -2.336, -0.927)  0.120
C (2.747, -2.783, 1.350)  -0.173
C (3.281, -3.519, 2.397)  0.030
C (3.243, -2.991, 3.679)  0.001
C (2.713, -1.730, 3.856)  0.025
C (2.206, -1.035, 2.759)  -0.277
C (1.692, 0.349, 2.930)  -0.014
N (2.204, -1.566, 1.538)  0.099
H (2.195, 2.323, -2.042)  0.075
H (0.563, 1.912, -1.502)  0.043
H (0.812, 2.787, -3.031)  0.095
H (1.268, 1.664, -5.015)  0.127
H (1.868, -0.411, -6.254)  0.127
H (2.452, -2.429, -4.936)  0.118
H (2.447, -4.191, -3.715)  0.121
H (3.100, -5.918, -2.081)  0.130
H (3.290, -5.320, 0.307)  0.123
H (3.741, -4.475, 2.220)  0.119
H (3.623, -3.558, 4.515)  0.126
H (2.693, -1.267, 4.830)  0.131
H (2.497, 0.999, 3.271)  0.097
H (0.897, 0.359, 3.671)  0.087
H (1.301, 0.699, 1.979)  0.035
S (3.381, 0.495, -0.213)  0.915
C (3.560, 1.958, 0.653)  -0.713
N (4.718, 2.186, 1.262)  0.036
C (5.076, 3.424, 1.934)  -0.147
C (3.816, 4.197, 2.312)  -0.144
C (2.876, 4.242, 1.112)  -0.145
N (2.601, 2.882, 0.687)  0.042
H (5.427, 1.472, 1.178)  0.139
H (5.714, 4.025, 1.277)  0.133
H (5.653, 3.178, 2.827)  0.132
H (4.077, 5.209, 2.618)  0.128
H (3.312, 3.699, 3.141)  0.118
H (3.346, 4.799, 0.294)  0.135
H (1.934, 4.730, 1.362)  0.131
H (1.739, 2.677, 0.206)  0.112
C (-2.113, 1.778, -2.976)  -0.050
C (-2.499, 2.729, -1.885)  -0.293
C (-3.055, 3.962, -2.209)  -0.027
C (-3.505, 4.825, -1.228)  -0.048
C (-3.397, 4.469, 0.106)  -0.062
C (-2.831, 3.254, 0.447)  -0.112
C (-2.365, 2.395, -0.539)  -0.252
Sb (-1.828, 0.405, 0.077)  1.729
C (-3.154, -0.694, -1.271)  -0.267
C (-4.469, -0.325, -0.999)  -0.141
C (-5.516, -0.882, -1.707)  -0.051
C (-5.244, -1.826, -2.683)  -0.041
C (-3.936, -2.149, -2.981)  -0.022
C (-2.858, -1.573, -2.309)  -0.281
C (-1.472, -1.864, -2.796)  -0.026
C (-2.236, 0.443, 2.189)  -0.272
C (-1.460, 1.364, 2.886)  -0.158
C (-1.555, 1.456, 4.262)  -0.072
C (-2.456, 0.647, 4.935)  -0.041
C (-3.256, -0.231, 4.231)  -0.015
C (-3.148, -0.372, 2.846)  -0.292
C (-4.026, -1.366, 2.155)  -0.046
H (-2.980, 1.174, -3.253)  0.099
H (-1.313, 1.113, -2.645)  0.033
H (-1.791, 2.315, -3.864)  0.095
H (-3.158, 4.231, -3.250)  0.121
H (-3.950, 5.768, -1.504)  0.116
H (-3.765, 5.124, 0.878)  0.113
H (-2.776, 2.964, 1.487)  0.083
H (-4.670, 0.411, -0.230)  0.106
H (-6.530, -0.584, -1.497)  0.117
H (-6.046, -2.302, -3.224)  0.118
H (-3.733, -2.861, -3.766)  0.120
H (-1.508, -2.591, -3.603)  0.094
H (-0.830, -2.255, -2.012)  0.054
H (-1.021, -0.952, -3.189)  0.070
H (-0.771, 2.007, 2.344)  0.103
H (-0.937, 2.156, 4.804)  0.115
H (-2.532, 0.702, 6.009)  0.116
H (-3.984, -0.830, 4.758)  0.127
H (-3.999, -2.319, 2.680)  0.098
H (-3.729, -1.531, 1.121)  0.027
H (-5.058, -1.015, 2.171)  0.104
F (-1.346, -4.567, -0.169)  0.126
C (-1.007, -4.078, 1.032)  -0.664
F (0.208, -4.537, 1.334)  0.149
F (-1.876, -4.531, 1.934)  0.148
S (-1.007, -2.168, 0.917)  0.869
O (0.125, -2.169, -0.125)  -0.392
O (-0.501, -1.777, 2.210)  -0.358
O (0.079, 0.400, 0.011)  -0.433

Atoms 1-2, force components in eV/Å:
Al 1.2 0.0 -0.4
C 0.0 0.1 0.1

[5]
Computed, not measured: the molecule C5H11NO, with ωB97M-V with the def2-TZVPD basis set.

The energy relative to the best compared isomer or geometry (same formula, charge and spin) is 16.4 kcal per mole. For the HOMO energy, the calculation gives -9.1 eV. The LUMO energy comes out at 0.93 eV. As for the SMILES: CCN(C)C(C)=O. The value obtained for the HOMO-LUMO gap is 9.992 eV.

Last column: Löwdin charge in e.
Positions of all 18 atoms, in Å:
C (-1.658, 0.559, -0.918)  -0.076
C (-1.480, -0.465, 0.218)  -0.202
N (-0.061, -0.566, 0.558)  -0.141
C (0.410, 0.214, 1.683)  -0.076
C (0.765, -0.855, -0.522)  -0.514
C (2.006, 0.004, -0.701)  -0.003
O (0.455, -1.687, -1.355)  0.058
H (-2.695, 0.649, -1.248)  0.072
H (-1.068, 0.260, -1.789)  0.070
H (-1.335, 1.555, -0.598)  0.073
H (-1.848, -1.441, -0.101)  0.114
H (-2.030, -0.155, 1.115)  0.116
H (-0.142, -0.082, 2.582)  0.090
H (1.466, 0.008, 1.876)  0.089
H (0.286, 1.297, 1.538)  0.088
H (2.195, 0.045, -1.773)  0.085
H (2.916, -0.359, -0.219)  0.085
H (1.817, 1.019, -0.348)  0.073

Atoms 1-2, force components in eV/Å:
C -0.2 0.0 0.1
C -0.2 0.1 -0.3

Question: Among the records above, which one has the lowest energy relative to the best compared isomer or geometry (same formula, charge and spin)?
Answer: C5H11NO

Copy entry 2 word for word.
Computed, not measured: the molecule C5H14N2 in a non-equilibrium geometry, with ωB97M-V with the def2-TZVPD basis set.

The energy relative to the best compared isomer or geometry (same formula, charge and spin) is 41.9 kcal per mole. For the HOMO energy, the calculation gives -7.5 eV. The LUMO energy comes out at 1.05 eV. As for the SMILES: C[C@H](N)CN(C)C. The value obtained for the HOMO-LUMO gap is 8.588 eV.

Last column: Löwdin charge in e.
Positions of all 21 atoms, in Å:
C (-1.750, 1.312, -1.286)  -0.078
C (-0.614, 0.404, -0.815)  -0.437
N (-0.490, -0.820, -1.677)  0.025
C (-0.622, 0.000, 0.655)  -0.196
N (0.675, -0.276, 1.201)  -0.297
C (1.014, -1.694, 1.484)  -0.070
C (1.760, 0.632, 1.036)  -0.129
H (-1.500, 2.360, -1.158)  0.069
H (-2.659, 1.110, -0.722)  0.073
H (-1.898, 1.220, -2.343)  0.062
H (0.308, 0.977, -1.190)  0.138
H (0.109, -0.750, -2.483)  0.060
H (-1.393, -1.230, -1.837)  0.058
H (-1.264, -0.862, 0.561)  0.116
H (-1.075, 0.844, 1.216)  0.125
H (2.021, -1.568, 1.912)  0.079
H (1.160, -2.243, 0.553)  0.062
H (0.181, -2.198, 1.985)  0.080
H (2.424, 0.315, 0.192)  0.093
H (1.326, 1.605, 0.728)  0.082
H (2.285, 0.864, 1.989)  0.088

Atoms 1-2, force components in eV/Å:
C 0.0 0.1 0.9
C 2.1 0.5 -3.3